Entry 1:
Formula: C18H45CrF4NO16P3S2
Source: OMol25
Level of theory: the ωB97M-V functional and the def2-TZVPD basis

Results
relative energy (zero: lowest compared OMol25 entry of this formula, charge and spin): 0.000 eV
orbital gap (spin up / spin down): 9.7412 / 10.4816 eV
energy: -142483.902 eV
spin multiplicity: 4
total charge: 0

CARTESIAN COORDINATES (ANGSTROEM)
Cr (0.34, -0.74, 0.55)
F (1.56, 0.83, 0.57)
F (1.39, -2.06, 1.56)
N (-1.20, -2.03, 0.60)
S (-2.77, -2.00, 1.35)
O (-2.81, -2.44, 2.72)
O (-3.83, -2.33, 0.44)
F (-2.79, -0.42, 1.54)
S (-1.30, -3.59, 0.26)
O (-1.99, -3.91, -0.98)
O (-1.37, -4.56, 1.34)
F (0.22, -3.82, -0.14)
C (-3.37, 3.00, 4.94)
C (-3.15, 1.54, 4.56)
O (-2.14, 1.56, 3.52)
P (-0.85, 0.67, 3.61)
O (-0.26, 0.18, 2.35)
O (0.16, 1.41, 4.63)
C (1.06, 2.43, 4.24)
C (2.46, 2.13, 4.72)
O (-1.28, -0.52, 4.57)
C (-0.52, -1.70, 4.80)
C (0.22, -1.61, 6.13)
H (-2.45, 3.39, 5.36)
H (-3.74, 3.61, 4.11)
H (-4.24, 3.12, 5.60)
H (-2.82, 1.05, 5.47)
H (-4.05, 1.05, 4.21)
H (1.02, 2.61, 3.15)
H (0.68, 3.38, 4.63)
H (3.09, 1.64, 3.98)
H (2.88, 3.04, 5.15)
H (2.40, 1.39, 5.53)
H (-1.04, -2.65, 4.72)
H (0.24, -1.85, 4.03)
H (0.94, -0.81, 6.29)
H (-0.50, -1.55, 6.94)
H (0.88, -2.48, 6.21)
C (4.48, -4.66, -1.99)
C (3.30, -3.88, -1.39)
O (2.53, -3.29, -2.47)
P (1.90, -1.86, -2.38)
O (1.35, -1.49, -1.06)
O (3.09, -0.92, -2.80)
C (2.87, 0.49, -2.90)
C (3.92, 1.19, -3.74)
O (0.74, -1.96, -3.49)
C (0.89, -2.62, -4.74)
C (1.55, -1.74, -5.81)
H (5.29, -3.95, -2.14)
H (4.78, -5.48, -1.34)
H (4.25, -5.18, -2.92)
H (2.58, -4.43, -0.77)
H (3.70, -3.05, -0.81)
H (1.84, 0.76, -3.17)
H (2.86, 0.91, -1.88)
H (4.84, 0.72, -3.39)
H (3.72, 1.06, -4.80)
H (3.95, 2.25, -3.47)
H (1.50, -3.52, -4.61)
H (-0.14, -2.84, -5.02)
H (1.84, -2.26, -6.72)
H (1.17, -0.73, -5.91)
H (2.56, -1.50, -5.44)
C (-0.87, 3.48, 1.18)
C (-2.16, 2.85, 0.70)
O (-2.22, 2.75, -0.71)
P (-1.61, 1.48, -1.50)
O (-0.87, 0.51, -0.67)
O (-0.75, 2.22, -2.60)
C (-1.25, 3.27, -3.50)
C (-0.11, 4.21, -3.70)
O (-2.84, 0.90, -2.31)
C (-3.04, -0.51, -2.43)
C (-2.44, -1.05, -3.71)
H (-0.88, 4.50, 0.77)
H (-0.89, 3.54, 2.27)
H (0.07, 2.96, 1.01)
H (-2.45, 1.94, 1.24)
H (-3.05, 3.43, 0.97)
H (-1.51, 2.83, -4.46)
H (-2.16, 3.62, -3.01)
H (0.20, 4.61, -2.74)
H (0.73, 3.80, -4.26)
H (-0.50, 5.03, -4.32)
H (-2.74, -1.17, -1.61)
H (-4.13, -0.61, -2.46)
H (-2.62, -2.11, -3.91)
H (-2.94, -0.63, -4.59)
H (-1.37, -0.85, -3.76)

Entry 2:
Formula: C34H84ClN6O10P2S
Source: OMol25
Level of theory: the ωB97M-V functional and the def2-TZVPD basis

Results
orbital gap: 6.8238 eV
energy: -107963.945 eV
total charge: +1

CARTESIAN COORDINATES (ANGSTROEM)
C (-3.15, 2.77, -1.48)
C (-2.34, 2.04, -2.57)
O (-0.94, 2.03, -2.33)
C (-0.55, 1.35, -1.16)
C (0.81, 0.70, -1.39)
C (0.97, -0.60, -0.61)
C (1.12, -0.35, 0.90)
C (0.70, -1.57, 1.74)
C (-0.09, -1.44, 3.11)
P (0.99, -2.29, 4.35)
S (1.03, -4.22, 4.25)
C (-1.51, -2.05, 2.86)
O (-1.53, -3.21, 2.13)
C (-2.43, -4.22, 2.62)
C (-2.38, -5.40, 1.68)
C (-2.15, -0.88, 2.11)
C (-3.26, -0.99, 1.16)
N (-1.56, 0.21, 2.45)
C (-0.56, -0.02, 3.53)
Cl (0.68, 1.23, 3.56)
P (-1.64, 0.18, 5.13)
O (-2.97, 0.58, 4.68)
O (-1.55, -1.17, 5.95)
O (-0.82, 1.12, 6.08)
H (-3.68, 3.63, -1.90)
H (-2.48, 3.16, -0.71)
H (-3.89, 2.12, -1.01)
H (-2.47, 2.52, -3.54)
H (-2.68, 1.00, -2.68)
H (-0.52, 2.04, -0.31)
H (-1.30, 0.57, -0.93)
H (1.59, 1.40, -1.08)
H (0.93, 0.53, -2.46)
H (1.82, -1.17, -0.99)
H (0.09, -1.24, -0.79)
H (2.16, -0.11, 1.12)
H (0.54, 0.54, 1.15)
H (1.58, -2.18, 1.95)
H (0.09, -2.22, 1.11)
H (0.67, -1.74, 5.59)
H (2.17, -1.60, 4.04)
H (-2.05, -2.16, 3.81)
H (-3.44, -3.80, 2.69)
H (-2.10, -4.49, 3.63)
H (-1.57, -6.08, 1.94)
H (-2.21, -5.05, 0.66)
H (-3.32, -5.95, 1.71)
H (-4.19, -0.67, 1.65)
H (-3.10, -0.36, 0.29)
H (-3.36, -2.02, 0.84)
H (-1.81, 1.13, 2.12)
H (-2.43, -1.54, 6.14)
H (-0.89, 2.07, 5.88)
C (-8.42, -4.59, 1.12)
C (-6.97, -4.39, 0.66)
C (-6.36, -3.06, 1.11)
O (-6.78, -1.92, 0.39)
C (-8.00, -1.34, 0.82)
N (-6.90, -4.61, -0.78)
H (-9.10, -3.98, 0.53)
H (-8.71, -5.63, 0.98)
H (-8.54, -4.33, 2.17)
H (-6.36, -5.17, 1.13)
H (-5.28, -3.12, 0.94)
H (-6.53, -2.91, 2.18)
H (-8.10, -1.39, 1.90)
H (-8.87, -1.82, 0.36)
H (-7.98, -0.29, 0.52)
H (-5.93, -4.61, -1.10)
H (-7.34, -3.83, -1.26)
C (1.45, -2.81, -5.89)
C (0.42, -3.31, -4.87)
C (0.58, -2.70, -3.48)
O (1.67, -3.21, -2.72)
C (2.93, -2.62, -2.98)
N (0.42, -4.77, -4.87)
H (2.42, -3.26, -5.71)
H (1.13, -3.09, -6.89)
H (1.56, -1.73, -5.84)
H (-0.57, -2.99, -5.22)
H (-0.31, -2.94, -2.89)
H (0.67, -1.61, -3.54)
H (2.82, -1.55, -3.18)
H (3.44, -3.08, -3.82)
H (3.54, -2.76, -2.09)
H (-0.34, -5.13, -4.30)
H (1.28, -5.10, -4.42)
C (6.97, -2.49, 3.33)
C (5.51, -2.45, 3.74)
C (5.24, -1.54, 4.95)
O (5.62, -2.07, 6.19)
C (6.97, -1.85, 6.56)
N (5.03, -3.82, 3.93)
H (7.56, -3.08, 4.02)
H (7.06, -2.95, 2.34)
H (7.40, -1.49, 3.28)
H (4.93, -2.02, 2.91)
H (4.15, -1.38, 5.03)
H (5.70, -0.55, 4.79)
H (7.32, -0.86, 6.24)
H (7.64, -2.61, 6.15)
H (7.02, -1.90, 7.65)
H (4.03, -3.83, 4.10)
H (5.44, -4.18, 4.79)
C (-1.33, 6.62, -5.42)
C (-1.42, 5.66, -4.24)
C (-1.10, 6.31, -2.89)
O (0.27, 6.55, -2.66)
C (0.78, 7.77, -3.16)
N (-0.61, 4.48, -4.51)
H (-0.29, 6.83, -5.67)
H (-1.79, 6.17, -6.30)
H (-1.83, 7.57, -5.21)
H (-2.47, 5.33, -4.16)
H (-1.41, 5.62, -2.09)
H (-1.67, 7.24, -2.76)
H (0.04, 8.57, -3.06)
H (1.07, 7.70, -4.21)
H (1.66, 8.03, -2.57)
H (-0.75, 3.79, -3.77)
H (0.37, 4.74, -4.45)
C (4.93, 4.45, -3.19)
C (3.47, 4.49, -2.77)
C (3.20, 5.31, -1.50)
O (3.60, 4.68, -0.30)
C (4.95, 4.88, 0.08)
N (2.97, 3.11, -2.64)
H (5.52, 3.80, -2.53)
H (5.02, 4.04, -4.20)
H (5.38, 5.44, -3.17)
H (2.90, 4.97, -3.57)
H (2.12, 5.46, -1.41)
H (3.67, 6.30, -1.58)
H (5.28, 5.89, -0.18)
H (5.63, 4.17, -0.39)
H (5.01, 4.76, 1.16)
H (1.96, 3.14, -2.51)
H (3.35, 2.73, -1.78)

Entry 3:
Formula: C10H9Cl2NOPd
Source: OMol25
Level of theory: the ωB97M-V functional and the def2-TZVPD basis

Results
relative energy (zero: lowest compared OMol25 entry of this formula, charge and spin): 0.000 eV
orbital gap (spin up / spin down): 5.6430 / 4.7568 eV
energy: -42554.748 eV
spin multiplicity: 5
total charge: +2

CARTESIAN COORDINATES (ANGSTROEM)
Pd (-0.11, 0.06, -2.05)
C (0.22, 0.07, -4.91)
H (1.29, 0.23, -4.96)
H (-0.04, -0.94, -5.24)
H (-0.34, 0.82, -5.45)
H (-0.10, 0.18, -3.81)
H (-0.80, 1.17, -2.84)
Cl (-0.38, -4.13, 0.83)
C (-0.27, -2.53, 1.36)
C (-0.25, -2.24, 2.73)
C (-0.11, -0.94, 3.20)
Cl (-0.10, -0.64, 4.89)
C (0.03, 0.15, 2.31)
C (0.22, 1.49, 2.70)
C (0.29, 2.47, 1.73)
C (0.19, 2.13, 0.36)
N (0.07, 0.86, -0.02)
C (-0.05, -0.12, 0.90)
C (-0.18, -1.46, 0.38)
O (-0.19, -1.71, -0.88)
H (-0.35, -3.02, 3.46)
H (0.31, 1.72, 3.75)
H (0.45, 3.51, 1.98)
H (0.21, 2.87, -0.44)

Entry 4:
Formula: C31H53BrEuNP3
Source: OMol25
Level of theory: the ωB97M-V functional and the def2-TZVPD basis

Results
orbital gap (spin up / spin down): 4.5432 / 4.4214 eV
energy: -151717.520 eV
spin multiplicity: 8
total charge: +2

CARTESIAN COORDINATES (ANGSTROEM)
C (-1.66, -6.41, -3.21)
C (-1.75, -5.05, -3.55)
C (-2.79, -4.66, -4.41)
C (-3.73, -5.62, -4.82)
N (-3.67, -6.91, -4.47)
C (-2.66, -7.29, -3.68)
C (-0.90, -3.99, -2.97)
C (-0.86, -3.13, -2.05)
C (-0.81, -2.09, -1.08)
C (-0.53, -2.33, 0.28)
C (-0.60, -1.32, 1.22)
C (-0.90, 0.01, 0.85)
C (-1.02, 0.28, -0.53)
C (-1.00, -0.75, -1.47)
Eu (0.60, -2.08, -3.50)
P (-1.39, 1.26, 2.05)
H (-2.90, -3.62, -4.74)
H (-0.87, -6.80, -2.57)
H (-4.57, -5.34, -5.46)
H (-2.65, -8.35, -3.40)
H (-1.39, -0.57, -2.49)
H (-0.33, -3.36, 0.58)
H (-1.18, 1.31, -0.88)
H (-0.47, -1.58, 2.27)
C (-0.18, 2.61, 2.10)
C (-0.72, 3.93, 2.65)
H (0.22, 2.74, 1.08)
H (0.66, 2.25, 2.71)
H (0.08, 4.45, 3.19)
H (-1.08, 4.58, 1.85)
H (-1.54, 3.77, 3.36)
C (-3.00, 1.82, 1.47)
C (-4.04, 0.71, 1.36)
H (-2.83, 2.30, 0.49)
H (-3.33, 2.62, 2.16)
H (-4.86, 1.04, 0.72)
H (-3.65, -0.21, 0.92)
H (-4.47, 0.47, 2.34)
C (-1.48, 0.38, 3.62)
C (-2.06, 1.21, 4.77)
H (-0.47, 0.01, 3.85)
H (-2.12, -0.50, 3.45)
H (-2.12, 0.57, 5.66)
H (-1.44, 2.08, 5.01)
H (-3.08, 1.55, 4.52)
Br (2.22, 0.17, 0.70)
P (-0.22, 3.61, -3.25)
C (-1.30, 3.81, -1.75)
C (-1.89, 5.22, -1.63)
H (-0.69, 3.58, -0.86)
H (-2.10, 3.07, -1.81)
H (-2.67, 5.24, -0.86)
H (-1.12, 5.95, -1.36)
H (-2.35, 5.54, -2.58)
C (1.45, 3.38, -2.53)
C (2.47, 4.23, -3.31)
H (1.71, 2.32, -2.55)
H (1.41, 3.71, -1.48)
H (3.40, 4.33, -2.75)
H (2.71, 3.78, -4.28)
H (2.08, 5.24, -3.49)
C (-0.68, 1.96, -3.91)
C (-1.80, 2.09, -4.95)
H (-0.97, 1.31, -3.08)
H (0.23, 1.54, -4.36)
H (-1.92, 1.15, -5.49)
H (-2.76, 2.34, -4.47)
H (-1.57, 2.87, -5.68)
C (4.31, -2.89, 0.00)
C (3.34, -2.86, 1.19)
P (3.26, -1.29, 2.04)
C (2.27, -1.43, 3.54)
C (2.91, -2.40, 4.54)
C (4.89, -0.65, 2.44)
C (4.93, 0.42, 3.53)
H (3.79, -2.79, -0.95)
H (4.86, -3.84, -0.01)
H (5.06, -2.09, 0.06)
H (2.32, -3.12, 0.87)
H (3.64, -3.62, 1.93)
H (2.14, -0.43, 3.98)
H (1.27, -1.78, 3.25)
H (3.94, -2.14, 4.80)
H (2.34, -2.42, 5.48)
H (2.91, -3.43, 4.15)
H (5.54, -1.50, 2.71)
H (5.29, -0.24, 1.49)
H (4.52, 0.07, 4.49)
H (5.97, 0.72, 3.71)
H (4.39, 1.32, 3.23)

Entry 5:
Formula: C45H78BF2NO27S3
Source: OMol25
Level of theory: the ωB97M-V functional and the def2-TZVPD basis

Results
orbital gap (spin up / spin down): 6.4125 / 1.6930 eV
energy: -143307.741 eV
spin multiplicity: 2
total charge: +1

CARTESIAN COORDINATES (ANGSTROEM)
C (1.49, -2.48, 6.93)
C (2.82, -2.57, 6.06)
N (2.82, -1.54, 4.89)
C (4.06, -1.81, 4.03)
C (1.49, -1.65, 3.99)
C (1.18, -3.10, 3.57)
C (2.80, -0.04, 5.43)
C (4.15, 0.61, 5.82)
O (4.63, -0.04, 6.95)
C (5.85, 0.51, 7.45)
H (1.77, -3.12, 7.77)
H (0.61, -2.99, 6.54)
H (1.23, -1.51, 7.33)
H (2.85, -3.62, 5.80)
H (3.71, -2.33, 6.65)
H (4.85, -2.08, 4.74)
H (4.40, -0.94, 3.47)
H (3.99, -2.65, 3.35)
H (1.74, -0.95, 3.19)
H (0.73, -1.20, 4.63)
H (2.02, -3.62, 3.11)
H (0.36, -3.12, 2.85)
H (0.70, -3.74, 4.31)
H (2.20, -0.03, 6.34)
H (2.36, 0.60, 4.66)
H (3.98, 1.68, 5.97)
H (4.79, 0.67, 4.94)
H (6.16, -0.30, 8.11)
H (5.60, 1.40, 8.02)
H (6.70, 0.63, 6.77)
O (-1.42, 2.13, -2.34)
C (-1.23, 1.06, -1.74)
O (-0.11, 0.38, -1.77)
B (-0.32, -0.98, -1.12)
O (-1.79, -1.06, -0.88)
C (-2.38, 0.11, -1.19)
O (-3.56, 0.41, -1.13)
O (0.07, -2.09, -1.95)
C (1.10, -2.65, -1.41)
O (1.86, -3.53, -1.95)
C (1.35, -2.01, -0.04)
O (0.45, -1.09, 0.14)
O (2.32, -2.25, 0.72)
F (-3.60, -8.47, -4.41)
C (-3.13, -7.32, -3.95)
C (-1.68, -7.15, -3.93)
C (-1.16, -5.89, -3.54)
C (-2.12, -4.93, -3.15)
C (-3.47, -5.09, -3.14)
C (-3.96, -6.27, -3.63)
H (-1.02, -7.98, -4.13)
H (-0.12, -5.62, -3.56)
H (-1.75, -3.97, -2.82)
H (-4.18, -4.37, -2.76)
H (-5.01, -6.49, -3.61)
F (-6.27, 0.98, 4.69)
C (-5.46, 0.11, 4.10)
C (-4.86, -0.90, 4.89)
C (-4.05, -1.81, 4.29)
C (-3.83, -1.70, 2.91)
C (-4.31, -0.67, 2.19)
C (-5.25, 0.20, 2.77)
H (-4.98, -0.98, 5.96)
H (-3.39, -2.41, 4.90)
H (-3.24, -2.47, 2.45)
H (-4.08, -0.54, 1.14)
H (-5.65, 1.06, 2.25)
C (-3.89, 5.38, 2.33)
S (-3.03, 4.24, 1.13)
O (-2.90, 2.97, 1.98)
C (-4.45, 3.95, -0.11)
H (-4.75, 4.86, 2.76)
H (-4.15, 6.29, 1.80)
H (-3.16, 5.65, 3.10)
H (-5.41, 3.72, 0.34)
H (-4.06, 3.08, -0.64)
H (-4.41, 4.68, -0.92)
C (4.45, -1.86, -3.81)
S (4.28, -0.04, -3.34)
O (5.53, 0.49, -2.60)
C (4.36, 0.57, -5.10)
H (4.11, -2.52, -3.02)
H (5.46, -2.02, -4.19)
H (3.80, -2.07, -4.66)
H (3.97, 1.58, -5.16)
H (3.74, -0.11, -5.69)
H (5.40, 0.69, -5.39)
C (2.38, 3.67, 2.13)
S (3.22, 2.16, 1.42)
O (2.91, 0.95, 2.36)
C (2.15, 1.95, -0.03)
H (2.37, 4.51, 1.43)
H (3.02, 3.94, 2.97)
H (1.40, 3.65, 2.62)
H (1.11, 1.80, 0.25)
H (2.46, 1.12, -0.66)
H (2.29, 2.87, -0.60)
C (1.02, 3.72, -2.96)
O (2.43, 3.61, -2.93)
C (3.11, 4.74, -2.49)
O (2.56, 5.79, -2.21)
O (4.43, 4.67, -2.49)
C (5.20, 3.63, -2.98)
H (0.71, 4.38, -3.77)
H (0.55, 3.93, -2.00)
H (0.65, 2.73, -3.19)
H (5.30, 3.66, -4.07)
H (4.70, 2.70, -2.71)
H (6.22, 3.50, -2.63)
C (-2.18, 8.66, -6.55)
O (-2.05, 7.94, -5.36)
C (-2.49, 6.63, -5.27)
O (-3.16, 5.98, -6.15)
O (-2.21, 6.27, -3.99)
C (-2.72, 5.05, -3.41)
H (-2.78, 9.55, -6.35)
H (-2.67, 8.08, -7.34)
H (-1.22, 9.06, -6.89)
H (-2.96, 5.14, -2.35)
H (-2.14, 4.15, -3.60)
H (-3.67, 4.84, -3.90)
C (-6.69, -5.78, 1.24)
O (-5.54, -5.45, 0.49)
C (-4.41, -5.09, 1.13)
O (-4.21, -5.03, 2.43)
O (-3.49, -4.84, 0.15)
C (-2.15, -4.43, 0.47)
H (-7.19, -4.95, 1.73)
H (-6.50, -6.40, 2.12)
H (-7.41, -6.25, 0.57)
H (-1.86, -4.62, 1.50)
H (-1.93, -3.37, 0.36)
H (-1.48, -4.90, -0.27)
C (-5.42, 2.29, -3.32)
O (-5.82, 3.13, -4.37)
C (-5.23, 2.90, -5.60)
O (-4.32, 2.14, -5.86)
O (-5.86, 3.74, -6.42)
C (-5.47, 3.66, -7.76)
H (-5.68, 1.23, -3.35)
H (-5.99, 2.57, -2.44)
H (-4.34, 2.31, -3.21)
H (-5.72, 2.72, -8.26)
H (-4.39, 3.82, -7.75)
H (-5.89, 4.44, -8.39)
C (5.37, -1.24, 0.73)
O (6.33, -2.18, 0.68)
C (6.67, -2.80, 1.81)
O (6.46, -2.56, 3.00)
O (7.55, -3.78, 1.54)
C (8.01, -4.66, 2.49)
H (4.90, -1.28, -0.25)
H (5.87, -0.32, 1.02)
H (4.60, -1.33, 1.49)
H (8.94, -4.19, 2.81)
H (8.32, -5.61, 2.06)
H (7.41, -4.86, 3.38)

Number 1 is which compound?
C18H45CrF4NO16P3S2

Copy entry 4 word for word.
Formula: C31H53BrEuNP3
Source: OMol25
Level of theory: the ωB97M-V functional and the def2-TZVPD basis

Results
orbital gap (spin up / spin down): 4.5432 / 4.4214 eV
energy: -151717.520 eV
spin multiplicity: 8
total charge: +2

CARTESIAN COORDINATES (ANGSTROEM)
C (-1.66, -6.41, -3.21)
C (-1.75, -5.05, -3.55)
C (-2.79, -4.66, -4.41)
C (-3.73, -5.62, -4.82)
N (-3.67, -6.91, -4.47)
C (-2.66, -7.29, -3.68)
C (-0.90, -3.99, -2.97)
C (-0.86, -3.13, -2.05)
C (-0.81, -2.09, -1.08)
C (-0.53, -2.33, 0.28)
C (-0.60, -1.32, 1.22)
C (-0.90, 0.01, 0.85)
C (-1.02, 0.28, -0.53)
C (-1.00, -0.75, -1.47)
Eu (0.60, -2.08, -3.50)
P (-1.39, 1.26, 2.05)
H (-2.90, -3.62, -4.74)
H (-0.87, -6.80, -2.57)
H (-4.57, -5.34, -5.46)
H (-2.65, -8.35, -3.40)
H (-1.39, -0.57, -2.49)
H (-0.33, -3.36, 0.58)
H (-1.18, 1.31, -0.88)
H (-0.47, -1.58, 2.27)
C (-0.18, 2.61, 2.10)
C (-0.72, 3.93, 2.65)
H (0.22, 2.74, 1.08)
H (0.66, 2.25, 2.71)
H (0.08, 4.45, 3.19)
H (-1.08, 4.58, 1.85)
H (-1.54, 3.77, 3.36)
C (-3.00, 1.82, 1.47)
C (-4.04, 0.71, 1.36)
H (-2.83, 2.30, 0.49)
H (-3.33, 2.62, 2.16)
H (-4.86, 1.04, 0.72)
H (-3.65, -0.21, 0.92)
H (-4.47, 0.47, 2.34)
C (-1.48, 0.38, 3.62)
C (-2.06, 1.21, 4.77)
H (-0.47, 0.01, 3.85)
H (-2.12, -0.50, 3.45)
H (-2.12, 0.57, 5.66)
H (-1.44, 2.08, 5.01)
H (-3.08, 1.55, 4.52)
Br (2.22, 0.17, 0.70)
P (-0.22, 3.61, -3.25)
C (-1.30, 3.81, -1.75)
C (-1.89, 5.22, -1.63)
H (-0.69, 3.58, -0.86)
H (-2.10, 3.07, -1.81)
H (-2.67, 5.24, -0.86)
H (-1.12, 5.95, -1.36)
H (-2.35, 5.54, -2.58)
C (1.45, 3.38, -2.53)
C (2.47, 4.23, -3.31)
H (1.71, 2.32, -2.55)
H (1.41, 3.71, -1.48)
H (3.40, 4.33, -2.75)
H (2.71, 3.78, -4.28)
H (2.08, 5.24, -3.49)
C (-0.68, 1.96, -3.91)
C (-1.80, 2.09, -4.95)
H (-0.97, 1.31, -3.08)
H (0.23, 1.54, -4.36)
H (-1.92, 1.15, -5.49)
H (-2.76, 2.34, -4.47)
H (-1.57, 2.87, -5.68)
C (4.31, -2.89, 0.00)
C (3.34, -2.86, 1.19)
P (3.26, -1.29, 2.04)
C (2.27, -1.43, 3.54)
C (2.91, -2.40, 4.54)
C (4.89, -0.65, 2.44)
C (4.93, 0.42, 3.53)
H (3.79, -2.79, -0.95)
H (4.86, -3.84, -0.01)
H (5.06, -2.09, 0.06)
H (2.32, -3.12, 0.87)
H (3.64, -3.62, 1.93)
H (2.14, -0.43, 3.98)
H (1.27, -1.78, 3.25)
H (3.94, -2.14, 4.80)
H (2.34, -2.42, 5.48)
H (2.91, -3.43, 4.15)
H (5.54, -1.50, 2.71)
H (5.29, -0.24, 1.49)
H (4.52, 0.07, 4.49)
H (5.97, 0.72, 3.71)
H (4.39, 1.32, 3.23)